# 1
A single C3H5ClF2 molecule. Source: OMol25; level of theory: the ωB97M-V functional and the def2-TZVPD basis.

Summary:
- max |F| (Eh/bohr) = 0.07510
- multiplicity = 1
- HOMO-LUMO gap (eV) = 12.1
- structure (SMILES) = FC[C@@H](F)CCl
- total energy (eV) = -21148.8361

Last column: Mulliken charge in e.
Positions of all 11 atoms, in Å:
1 Cl 2.2787 0.2689 0.0223  -0.18
2 F -0.8808 1.6818 -0.7032  -0.32
3 F -1.1572 -1.4245 -0.1872  -0.30
4 C -0.2630 -0.5212 0.2448  0.03
5 C -0.7956 0.9423 0.5473  -0.36
6 C 0.9208 -0.5800 -0.6939  -0.44
7 H -0.0994 1.3568 1.2722  0.35
8 H 0.7077 -0.0193 -1.6766  0.28
9 H 0.0867 -0.8063 1.2658  0.27
10 H 1.0321 -1.6065 -0.9169  0.37
11 H -1.8301 0.7081 0.8254  0.30

---

# 2
2 unconnected molecules or ions with the total composition C2H8N2. Source: OMol25; level of theory: the ωB97M-V functional and the def2-TZVPD basis.

Summary:
- max |F| (Eh/bohr) = 0.10820
- multiplicity = 2
- HOMO-LUMO gap (spin up / spin down) (eV) = 1.3 / 8.0
- total energy (eV) = -5181.2345
- net charge = -1

Last column: Mulliken spin population.
Positions of all 12 atoms, in Å:
1 N 3.0391 0.6533 -0.1630  -0.60
2 N 2.6743 -0.4677 2.0557  -0.22
3 C -7.0906 -0.6997 -2.6048  0.10
4 C 3.1144 0.5849 1.1591  3.46
5 H 2.5554 -0.0843 2.9436  -0.87
6 H -7.3367 -0.6883 -1.5653  -0.02
7 H 3.9917 1.1473 1.6716  -0.31
8 H -6.0669 -1.0461 -2.5731  -0.02
9 H 1.7058 -0.6055 1.6386  -0.10
10 H -7.7528 -1.0349 -3.4159  -0.02
11 H -6.9382 0.3318 -2.7860  -0.02
12 H 3.7045 1.3695 -0.4879  -0.38

---

# 3
11 unconnected molecules or ions with the total composition C39H66O33. Source: OMol25; level of theory: the ωB97M-V functional and the def2-TZVPD basis.

Summary:
- max |F| (Eh/bohr) = 0.14541
- multiplicity = 1
- HOMO-LUMO gap (eV) = 9.9
- structure (SMILES) = C[C@H]1COC(=O)O1.C[C@H]1COC(=O)O1.C[C@H]1COC(=O)O1.CCOC(=O)OC.CCOC(=O)OC.CCOC(=O)OC.COC(=O)OC.COC(=O)OC.O=C1OCCO1.O=C1OCCO1.O=C1OCCO1
- total energy (eV) = -109074.5627

Last column: Mulliken charge in e.
Positions of all 138 atoms, in Å:
1 O -2.7788 8.4185 -14.2835  -0.26
2 O -15.2186 11.4803 -18.4219  -0.36
3 O -4.2909 18.6442 -11.1863  -0.33
4 O -5.9642 19.9948 -3.7946  -0.56
5 O -15.2161 12.5653 -16.3995  -0.53
6 O -3.5442 20.6567 -12.1164  -0.56
7 O -12.9200 16.5536 -18.7853  -0.36
8 O -11.8395 22.6810 -9.7706  -0.55
9 O -11.4435 15.8575 -17.4143  -0.28
10 O -18.1437 12.8185 -10.2993  -0.65
11 O -11.7050 16.7403 -8.5106  -0.28
12 O -17.3963 17.2253 -12.2211  -0.30
13 O -10.2431 16.3052 -10.2129  -0.61
14 O -5.4434 19.7041 -12.8228  -0.32
15 O -14.7979 22.8258 -2.7607  -0.27
16 O -7.7438 18.6442 -3.0537  -0.31
17 O -9.7369 12.9393 -7.0399  -0.58
18 O -11.5771 22.8243 -11.9867  -0.35
19 O -16.9323 23.8364 -2.8486  -0.58
20 O -12.3437 15.4466 -10.1180  -0.23
21 O -16.2056 11.8296 -9.8284  -0.36
22 O -16.6784 13.5617 -8.6852  -0.32
23 O -15.5910 10.3535 -16.5677  -0.33
24 O -11.7785 20.8202 -11.0900  -0.26
25 O -7.4419 20.6355 -2.2013  -0.36
26 O -17.1101 17.5174 -14.4476  -0.31
27 O -8.2621 14.4254 -6.1370  -0.29
28 O -7.5007 13.0517 -7.7592  -0.30
29 O -4.5217 8.6830 -13.1244  -0.32
30 O -15.7418 23.4709 -0.8822  -0.21
31 O -13.0752 17.2091 -16.6369  -0.64
32 O -4.7026 7.8289 -15.2621  -0.57
33 O -18.8209 16.1343 -13.6284  -0.58
34 C -11.5957 21.9401 -13.0796  -0.28
35 C -16.2255 10.9792 -10.8909  -0.65
36 C -6.9429 19.7797 -3.0783  0.67
37 C -11.3112 16.2015 -9.6539  0.71
38 C -10.9332 17.7804 -7.8689  -0.68
39 C -8.6065 13.4149 -6.9824  0.64
40 C -11.7607 22.1252 -10.8310  0.63
41 C -5.9537 8.9284 -12.9756  -0.65
42 C -9.8609 20.9363 -1.7827  -1.53
43 C -15.9781 9.4269 -17.5189  -0.42
44 C -15.4352 10.1493 -18.8291  0.40
45 C -6.2024 18.5615 -12.5912  -0.21
46 C -11.8284 15.9885 -20.9589  -1.52
47 C -0.4877 8.5465 -15.1724  -1.20
48 C -16.2474 23.4623 1.3064  -1.21
49 C -4.3557 19.7264 -12.0722  0.66
50 C -8.6396 20.0732 -1.6292  0.50
51 C -17.9159 16.9924 -13.4579  0.74
52 C -1.9952 8.6086 -15.4473  -0.16
53 C -5.4194 17.7508 -11.5027  -0.16
54 C -16.1896 17.9668 -12.1018  -0.61
55 C -12.5611 16.5067 -17.5536  0.71
56 C -16.6993 24.0044 0.0042  -0.16
57 C -15.5080 13.3900 -7.9311  -0.47
58 C -11.5700 13.4095 -11.1796  -1.11
59 C -14.5578 22.8534 -4.1168  -0.62
60 C -15.9041 23.4918 -2.2071  0.67
61 C -4.0558 8.2155 -14.3123  0.77
62 C -11.5948 20.5738 -12.4288  -0.12
63 C -6.9288 14.7474 -6.1726  -0.24
64 C -6.4380 13.8068 -7.2367  -0.30
65 C -17.0875 12.7321 -9.5882  0.88
66 C -15.2966 11.5469 -17.0432  0.60
67 C -12.1541 14.8239 -11.4081  -0.18
68 C -11.1853 15.2083 -18.6050  -0.41
69 C -14.1622 9.6583 -19.5291  -1.10
70 C -12.3346 15.5526 -19.5722  0.53
71 C -17.4806 17.5754 -15.8667  -0.63
72 C -8.9126 18.6955 -2.2942  -0.32
73 H -6.4611 14.5831 -5.2018  0.27
74 H -10.2484 18.2846 -8.5508  0.32
75 H -6.1309 17.7218 -10.6774  0.15
76 H -9.7044 21.9380 -1.3822  0.37
77 H -10.4904 13.4142 -11.0301  0.29
78 H -15.4253 8.4963 -17.3909  0.29
79 H -6.8266 15.7136 -6.6666  0.25
80 H -14.6562 13.1051 -8.5486  0.13
81 H -15.3962 23.9831 1.7450  0.29
82 H -17.1980 10.4938 -10.9731  0.31
83 H -13.0334 14.7218 -19.6698  0.22
84 H -15.5297 10.1929 -10.5981  0.24
85 H -6.1330 8.6049 -11.9502  0.24
86 H -11.5360 15.0565 -21.4426  0.40
87 H -10.2806 15.4454 -19.1647  0.31
88 H -18.2909 16.8909 -16.1179  0.31
89 H -15.3200 23.4078 -4.6643  0.35
90 H -17.6520 23.5718 -0.3015  0.28
91 H -16.9994 23.3788 2.0910  0.39
92 H -0.3089 9.3549 -14.4635  0.30
93 H -16.1929 9.9624 -19.5900  0.27
94 H -12.6787 16.3732 -21.5219  0.37
95 H -13.7832 8.8234 -18.9397  0.27
96 H -4.9424 16.8030 -11.7520  0.27
97 H -16.7408 25.0933 -0.0184  0.29
98 H -12.5081 21.9729 -13.6751  0.22
99 H -15.1012 14.1896 -7.3120  0.27
100 H -11.6382 15.2731 -12.2567  0.34
101 H -9.8495 18.7682 -2.8464  0.26
102 H -10.8749 22.1173 -13.8778  0.32
103 H -11.6626 12.8503 -12.1107  0.41
104 H -6.3251 9.9320 -13.1828  0.26
105 H -13.3783 10.4115 -19.6100  0.29
106 H -14.4868 21.8161 -4.4441  0.20
107 H 0.3201 8.6806 -15.8919  0.39
108 H -14.5470 9.4248 -20.5218  0.32
109 H -8.4106 19.9184 -0.5748  0.23
110 H -15.6587 12.5311 -7.2772  0.32
111 H -7.0667 19.0070 -12.0986  0.22
112 H -2.1401 7.7874 -16.1494  0.26
113 H -12.4504 20.0064 -12.7951  0.20
114 H -12.0990 12.8899 -10.3806  0.22
115 H -9.9967 21.1414 -2.8445  0.38
116 H -11.0698 16.7707 -20.9855  0.38
117 H -16.2177 18.9976 -12.4550  0.31
118 H -17.8014 18.6128 -15.9615  0.29
119 H -15.3894 17.4805 -12.6598  0.27
120 H -16.6701 17.4563 -16.5856  0.20
121 H -16.0111 22.3983 1.2953  0.33
122 H -11.2475 14.1647 -18.2963  0.27
123 H -13.5732 23.2542 -4.3574  0.24
124 H -2.1850 9.5626 -15.9392  0.30
125 H -6.4151 17.9860 -13.4921  0.28
126 H -6.0038 14.3826 -8.0539  0.26
127 H -15.8958 18.0729 -11.0575  0.31
128 H -10.3430 17.3800 -7.0446  0.27
129 H -6.5220 8.2757 -13.6382  0.32
130 H -17.0645 9.3390 -17.5247  0.30
131 H -11.6922 18.5056 -7.5756  0.25
132 H -5.8029 13.1206 -6.6765  0.27
133 H -13.1780 14.6389 -11.7327  0.28
134 H -0.2067 7.6095 -14.6917  0.31
135 H -15.8741 11.5418 -11.7558  0.30
136 H -10.7401 20.4681 -1.3402  0.38
137 H -10.6621 20.0447 -12.6241  0.19
138 H -8.9811 17.8562 -1.6021  0.29